No. 1
The following is a DFT calculation (the ωB97M-V functional and the def2-TZVPD basis) of C50H53F3GeN4O6PSr as an isolated structure at a distorted geometry.

Last column: Mulliken charge in e.
Atoms and positions in Å:
1 Sr -1.32064 0.19030 -0.41211  1.0303
2 N -3.03068 1.60112 1.26244  -0.2372
3 C -2.39961 2.69609 2.09460  2.6066
4 C -2.59080 2.33758 3.57535  -0.5962
5 C -1.76231 3.13977 4.61438  -1.3237
6 C -0.29469 3.28224 4.32944  0.4613
7 N -0.01660 4.26515 3.22608  -0.1002
8 C 0.59867 3.84914 2.12202  -0.1357
9 N 1.48050 2.84179 2.23302  0.1330
10 N 0.28956 4.44042 0.96013  -0.3360
11 C -2.91451 4.05807 1.61827  0.3078
12 O -3.89822 4.07994 0.90233  -0.7593
13 O -2.19183 5.05025 2.07942  -0.8881
14 H -3.84707 2.03037 0.82479  0.1569
15 H -3.29545 0.79913 1.85518  0.1104
16 H -1.31497 2.62309 1.90468  -1.4097
17 H -2.35867 1.30734 3.76440  -0.1505
18 H -3.65816 2.46701 3.82322  0.3369
19 H -1.85128 2.64108 5.55423  0.6181
20 H -2.17479 4.12579 4.77316  0.3961
21 H 0.21562 2.34022 4.17556  -0.5641
22 H 0.11072 3.67079 5.26353  0.1302
23 H -0.87581 4.84595 3.04088  0.5841
24 H 1.58006 2.37833 3.09102  -0.2335
25 H 1.70150 2.34391 1.37637  0.1946
26 H -0.62449 4.78507 0.90307  0.3431
27 H 0.70608 4.00344 0.16446  0.3774
28 C 2.55124 -2.48574 5.91356  -1.6120
29 C 3.12195 -1.12811 6.04197  0.9496
30 C 3.72202 -0.77327 7.29236  -0.7119
31 C 4.19203 0.46958 7.62551  -0.7028
32 C 4.06133 1.45381 6.65625  -0.6990
33 C 3.42321 1.21527 5.44829  -0.4745
34 C 3.05116 -0.05619 5.06932  0.8701
35 P 2.46711 -0.19727 3.36422  1.0290
36 C 3.58039 -1.48447 2.68110  0.8697
37 C 3.21773 -2.83784 2.58185  -0.2926
38 C 3.98028 -3.70321 1.85417  -0.7958
39 C 5.19019 -3.26162 1.26769  -0.7747
40 C 5.57923 -1.94118 1.40473  -0.6245
41 C 4.78298 -1.00667 2.10634  0.8523
42 C 5.20589 0.41498 2.03534  -1.6103
43 C 0.77297 -0.80358 3.45843  -0.0973
44 C -0.14252 -0.60463 4.48121  -0.4295
45 C -1.52897 -0.91213 4.44538  -1.1919
46 C -1.95829 -1.58480 3.27247  -0.4612
47 C -1.13334 -1.67322 2.19505  -0.7070
48 C 0.23245 -1.17001 2.13051  0.6757
49 C 0.94205 -1.21140 0.91423  -2.4719
50 H 2.20209 -2.83084 6.88310  0.4689
51 H 3.24157 -3.14468 5.39106  0.2729
52 H 1.71118 -2.44093 5.30193  0.1700
53 H 3.77645 -1.49549 8.13435  0.2975
54 H 4.56611 0.74402 8.59063  0.4343
55 H 4.48438 2.40207 7.02031  0.3371
56 H 3.20431 2.03235 4.78842  0.3133
57 H 2.24647 -3.01635 2.97620  0.5420
58 H 3.69321 -4.76306 1.76425  0.3449
59 H 5.71036 -3.96207 0.56571  0.2874
60 H 6.54374 -1.53867 1.07799  0.4260
61 H 5.76994 0.69022 1.08661  0.3531
62 H 5.86114 0.66607 2.85826  0.3355
63 H 4.37706 1.10394 2.11301  0.0982
64 H 0.16423 -0.22190 5.40132  0.7452
65 H -2.16950 -0.69532 5.31480  0.2934
66 H -2.99476 -1.91997 3.19407  0.4038
67 H -1.59128 -2.08864 1.30271  0.8600
68 H 0.51055 -1.69409 0.03617  1.1889
69 H 1.99071 -0.88465 0.82606  -0.4867
70 F 2.99723 1.66076 -3.09387  -0.2351
71 C 2.70298 2.10562 -1.87343  0.5770
72 F 2.84964 3.44458 -1.86551  -0.2637
73 F 3.71423 1.55956 -1.06959  -0.2261
74 C 1.35981 1.55266 -1.34735  -0.3945
75 O 0.94404 2.13582 -0.26658  -0.0550
76 O 0.87312 0.56599 -1.93957  0.0665
77 O -2.82248 -1.76555 -0.60058  -0.6026
78 C -3.13325 -1.41298 -1.77845  0.2627
79 O -3.20881 -0.28282 -2.19638  -0.3068
80 C -3.56297 -2.64386 -2.74465  -0.9054
81 C -4.17456 -2.15653 -4.07753  -1.1273
82 Ge -2.58325 -1.28632 -4.92274  2.2171
83 C -2.75279 -1.86568 -6.84886  -0.7591
84 C -2.69442 -1.05675 -7.99886  -0.3783
85 C -3.09098 -1.53149 -9.22353  -0.5410
86 C -3.60144 -2.83628 -9.33656  -0.3845
87 C -3.56027 -3.70463 -8.23190  -0.7738
88 C -3.21777 -3.20623 -7.00104  -0.2867
89 C -2.51077 0.70233 -4.61868  0.1962
90 C -3.70716 1.42237 -4.53604  -0.4440
91 C -3.76170 2.68234 -3.93537  -0.6581
92 C -2.62452 3.30438 -3.51913  -0.7125
93 C -1.38020 2.59350 -3.60248  -0.4091
94 C -1.33859 1.32828 -4.21357  -0.4129
95 C -0.66791 -1.91628 -4.62921  0.1643
96 C -0.05598 -2.53059 -5.71176  -0.5149
97 C 1.22580 -2.98049 -5.56150  -0.6964
98 C 1.92602 -2.60869 -4.44175  -0.8373
99 C 1.25616 -2.12432 -3.31755  -0.6753
100 C -0.04092 -1.74118 -3.39061  -0.1570
101 H -4.16631 -3.30041 -2.05390  0.5288
102 H -2.64378 -3.19439 -2.98895  0.3229
103 H -5.01359 -1.46788 -3.94336  0.4335
104 H -4.37210 -2.80544 -4.91281  0.6145
105 H -2.39245 -0.02323 -7.99150  0.4177
106 H -3.09988 -0.84877 -10.04099  0.4030
107 H -3.92868 -3.24042 -10.33523  0.2766
108 H -3.86205 -4.71780 -8.30746  0.4308
109 H -3.24999 -3.88269 -6.19255  0.4187
110 H -4.66229 0.95696 -4.69462  0.3255
111 H -4.76970 3.17764 -3.89860  0.2985
112 H -2.60910 4.24352 -3.03968  0.4934
113 H -0.51959 3.18496 -3.20780  0.3255
114 H -0.36533 0.93793 -4.28994  0.6149
115 H -0.61951 -2.66374 -6.61168  0.4407
116 H 1.74333 -3.45232 -6.39518  0.3501
117 H 3.04223 -2.80634 -4.29608  0.2745
118 H 1.78374 -1.88973 -2.44367  0.6729
119 H -0.52438 -1.46912 -2.44818  0.3031

Values from the calculation:
* charge: -1
* multiplicity: 1
* orbital gap: 6.099 eV
* lowest unoccupied orbital energy: 2.36 eV

---

No. 2
The following is a DFT calculation (the ωB97M-V functional and the def2-TZVPD basis) of C50H53N4O5SeSiW as an isolated structure at a distorted geometry.

Last column: Mulliken spin population.
Atoms and positions in Å:
1 W -0.10586 -0.03104 -0.15135  1.7811
2 O 1.09779 0.60018 -1.48731  0.0615
3 C 1.45760 1.72868 -2.25343  -0.0154
4 C 0.29656 2.75350 -2.14326  0.0011
5 C -1.10554 2.22147 -2.30912  -0.0006
6 C -1.83440 2.64525 -3.39685  -0.0190
7 C -3.14120 2.12255 -3.59068  0.0164
8 C -3.65668 1.25019 -2.65007  -0.0127
9 C -2.88764 0.91804 -1.50985  -0.0174
10 C -3.62663 0.10944 -0.49924  0.0142
11 C -3.12803 -0.00397 0.94975  0.0620
12 O -1.68661 -0.04016 0.83496  0.0359
13 C -3.53873 1.18340 1.81338  -0.0045
14 C -3.33012 1.11787 3.19397  0.0085
15 C -3.81657 2.10361 4.04892  0.0010
16 C -4.43667 3.25411 3.53309  -0.0009
17 C -4.52815 3.36485 2.15715  0.0005
18 C -4.04354 2.36918 1.31968  0.0012
19 C -3.70953 -1.26752 1.61533  -0.0178
20 C -5.05585 -1.30455 2.05885  0.0002
21 C -5.57866 -2.47771 2.60720  -0.0002
22 C -4.78302 -3.62002 2.75871  0.0005
23 C -3.46759 -3.57311 2.33128  0.0019
24 C -2.95327 -2.40542 1.78838  0.0068
25 N -1.56158 1.25766 -1.44960  -0.0156
26 C 1.67519 1.34595 -3.75096  0.0044
27 C 1.52703 0.06065 -4.26026  0.0183
28 C 1.82356 -0.27240 -5.57948  -0.0017
29 C 2.31878 0.66905 -6.44923  -0.0001
30 C 2.47491 1.98953 -5.98348  -0.0001
31 C 2.17176 2.30839 -4.67404  -0.0024
32 C 2.77335 2.35233 -1.76989  -0.0041
33 C 2.95068 3.72875 -1.64771  0.0053
34 C 4.14487 4.22780 -1.12197  -0.0014
35 C 5.21477 3.41074 -0.75162  0.0005
36 C 5.04093 2.03931 -0.94623  -0.0009
37 C 3.83572 1.53239 -1.44294  0.0049
38 H 0.42207 3.42574 -3.00539  0.0026
39 H 0.45308 3.33530 -1.22482  0.0054
40 H -1.41504 3.30486 -4.13005  -0.0002
41 H -3.72540 2.44523 -4.42723  0.0011
42 H -4.64739 0.80807 -2.77729  0.0007
43 H -3.73218 -0.91799 -0.89739  0.0037
44 H -4.66383 0.46691 -0.52662  0.0046
45 H -2.83226 0.26604 3.64486  -0.0001
46 H -3.73221 1.98237 5.11587  0.0001
47 H -4.76511 4.03821 4.19114  -0.0002
48 H -4.95835 4.25338 1.68916  0.0000
49 H -4.11851 2.56749 0.26121  -0.0001
50 H -5.69203 -0.43254 2.02483  -0.0001
51 H -6.59083 -2.46587 3.00064  0.0001
52 H -5.23104 -4.52055 3.17387  -0.0001
53 H -2.81969 -4.46909 2.36770  0.0000
54 H -1.89936 -2.40988 1.49483  0.0045
55 H 1.18732 -0.71771 -3.56472  0.0017
56 H 1.68523 -1.31780 -5.88007  0.0000
57 H 2.56029 0.34935 -7.45832  0.0001
58 H 2.82723 2.77441 -6.64391  0.0000
59 H 2.26208 3.32650 -4.35852  -0.0003
60 H 2.18506 4.44460 -1.90373  0.0006
61 H 4.21945 5.28271 -0.98882  -0.0001
62 H 6.13553 3.82181 -0.32847  0.0003
63 H 5.83760 1.32299 -0.76939  -0.0002
64 H 3.70577 0.46721 -1.58696  0.0031
65 C 4.76793 -0.73695 1.72040  -0.0001
66 C 4.24046 -2.16058 1.57747  0.0092
67 C 2.83615 -2.40741 2.11794  0.0203
68 C 2.70996 -3.93161 2.03926  0.0020
69 C 1.39137 -4.62342 2.48791  0.0003
70 C 2.78052 -1.97900 3.59318  -0.0010
71 O 3.70679 -2.20743 4.35794  -0.0001
72 N 1.60883 -1.41859 4.08805  0.0007
73 C 0.50743 -1.01220 3.34305  0.0104
74 O -0.48443 -0.63101 3.95307  -0.0004
75 N 0.70591 -1.02439 1.97208  -0.0160
76 C 1.72494 -1.63101 1.35233  -0.0682
77 O 1.64571 -1.48282 0.11043  0.0064
78 H 5.72578 -0.59836 1.15614  0.0001
79 H 5.01922 -0.48527 2.77704  -0.0003
80 H 4.08443 0.05620 1.37787  0.0015
81 H 4.98789 -2.83890 2.05028  0.0000
82 H 4.22914 -2.43349 0.49391  -0.0007
83 H 3.56951 -4.36121 2.62927  -0.0002
84 H 2.90953 -4.22940 0.99328  -0.0001
85 H 1.20177 -4.58120 3.57609  0.0002
86 H 1.49030 -5.67722 2.20171  0.0001
87 H 0.52330 -4.23949 1.94927  0.0004
88 H 1.50098 -1.31472 5.09378  0.0002
89 C -0.46949 -3.47439 -4.11106  -0.0010
90 Si 0.10085 -3.30642 -2.29047  0.0160
91 C -0.45522 -4.87013 -1.36897  0.0009
92 C 1.99169 -3.28882 -2.37799  0.0019
93 C -0.80334 -1.77292 -1.52776  0.0127
94 H -0.03887 -4.37272 -4.59114  -0.0004
95 H -0.22810 -2.58916 -4.71497  -0.0004
96 H -1.57545 -3.61559 -4.16214  -0.0009
97 H -0.01452 -5.75315 -1.86748  -0.0002
98 H -1.56890 -4.98655 -1.31654  0.0001
99 H -0.06881 -4.88549 -0.33673  -0.0005
100 H 2.28136 -3.94284 -3.24437  0.0000
101 H 2.46840 -3.67729 -1.45786  0.0001
102 H 2.47683 -2.28946 -2.53496  0.0000
103 H -1.67164 -2.25220 -1.05503  0.0370
104 H -1.23921 -1.32707 -2.43724  0.0212
105 Se 1.23722 2.18366 1.23606  0.0119
106 C 0.10395 3.20163 2.42703  -0.0081
107 C 0.07678 2.95588 3.80781  0.0002
108 C -0.49683 3.88871 4.65660  0.0017
109 N -0.97958 5.05124 4.22136  -0.0023
110 C -1.09383 5.22912 2.92172  0.0014
111 C -0.59822 4.32480 1.97443  0.0023
112 H 0.50345 2.02392 4.22416  0.0012
113 H -0.49064 3.73990 5.73522  0.0000
114 H -1.60660 6.10344 2.57423  0.0001
115 H -0.70985 4.55058 0.91985  0.0015

Values from the calculation:
* charge: -1
* multiplicity: 3
* orbital gap (alpha / beta): 5.720 / 6.714 eV
* lowest unoccupied orbital energy (alpha / beta): 2.27 / 2.24 eV
* expectation value of S²: 2.01

---

No. 3
The following is a DFT calculation (the ωB97M-V functional and the def2-TZVPD basis) of C50H54AlN4P2 as an isolated structure.

Last column: natural (NBO) charge in e.
Atoms and positions in Å:
1 Al 0.34857 -0.07166 0.78782  1.8384
2 C -5.82858 -5.42243 -0.23054  -0.2030
3 C -5.19188 -5.18155 -1.43763  -0.1923
4 C -4.23262 -4.18064 -1.53684  -0.2176
5 C -3.90842 -3.40184 -0.42982  -0.3487
6 C -4.56894 -3.64222 0.77641  -0.1518
7 C -5.51166 -4.65094 0.88099  -0.2261
8 P -2.69575 -2.03327 -0.44864  0.8100
9 C -2.32347 -1.86028 -2.23610  -0.3600
10 C -1.16418 -2.33143 -2.84622  -0.2236
11 C -0.92210 -2.08142 -4.19272  -0.1965
12 C -1.83689 -1.36555 -4.94774  -0.2062
13 C -3.00282 -0.89737 -4.35286  -0.2271
14 C -3.23639 -1.13492 -3.00847  -0.1580
15 C -1.14792 -2.82538 0.17153  -0.2267
16 C -1.15728 -4.21765 0.28804  -0.2343
17 C -0.05603 -4.92859 0.73644  -0.2028
18 C 1.09388 -4.23378 1.04886  -0.2111
19 C 1.11136 -2.85384 0.89935  -0.2402
20 C 0.02337 -2.07700 0.48033  -0.6323
21 H -6.57288 -6.20442 -0.15450  0.2210
22 H -5.43490 -5.77734 -2.30821  0.2193
23 H -3.73246 -4.01616 -2.48304  0.2233
24 H -4.33736 -3.03334 1.64461  0.2021
25 H -6.00863 -4.83076 1.82569  0.2177
26 H -0.44715 -2.90468 -2.27201  0.2238
27 H -0.01568 -2.45619 -4.65228  0.2173
28 H -1.64787 -1.17471 -5.99630  0.2219
29 H -3.72792 -0.34474 -4.93700  0.2205
30 H -4.14750 -0.76345 -2.54956  0.2066
31 H -2.05102 -4.76765 0.02617  0.2265
32 H -0.10186 -6.00636 0.82629  0.2215
33 H 1.98169 -4.75353 1.38983  0.2140
34 H 2.05620 -2.37684 1.12533  0.1858
35 N -1.77119 0.77493 3.12239  -0.5779
36 C -0.65341 0.13566 3.62083  0.4337
37 C -0.61046 -0.08335 5.00380  -0.2642
38 C 0.49562 -0.67471 5.55679  -0.1032
39 C 1.55046 -1.04911 4.72502  -0.2581
40 C 1.42918 -0.80796 3.38482  0.0901
41 N 0.35134 -0.21727 2.81739  -0.6255
42 C -2.11672 1.12115 1.83554  0.5698
43 C -3.03172 2.29634 1.77988  -0.2882
44 C -3.83209 2.51973 0.49361  -0.2138
45 C -3.22417 1.83691 -0.74602  -0.1858
46 C -1.90374 1.08110 -0.51793  -0.0761
47 N -1.56476 0.57420 0.81788  -0.6662
48 H -2.36474 1.17336 3.82972  0.4155
49 H -1.45204 0.21482 5.61470  0.2311
50 H 0.54275 -0.84871 6.62343  0.2400
51 H 2.44063 -1.52304 5.11067  0.2431
52 H 2.21494 -1.08915 2.70265  0.2302
53 H -3.62567 2.37302 2.69028  0.2277
54 H -4.91486 2.49620 0.58861  0.2317
55 H -3.91722 1.37077 -1.44038  0.2299
56 H -1.73732 0.27781 -1.23208  0.2519
57 C 4.29555 0.50705 2.25879  -0.6144
58 C 4.29264 -0.61395 1.21237  -0.5064
59 C 5.68943 -0.76826 0.61098  -0.6143
60 P 2.91361 -0.29744 0.00535  0.9218
61 C 3.32028 -1.21279 -1.54611  -0.5112
62 C 3.40191 -2.73204 -1.41270  -0.6134
63 C 2.31536 -0.81446 -2.62797  -0.6059
64 C 3.12162 1.41609 -0.47057  -0.4448
65 C 4.26250 1.92082 -1.09951  -0.1739
66 C 4.40660 3.26228 -1.40355  -0.0473
67 C 5.63793 3.79783 -2.08067  -0.6266
68 C 3.35229 4.10319 -1.04345  -0.1749
69 C 2.20691 3.62665 -0.43930  -0.2311
70 C 2.04872 2.25921 -0.15613  0.2004
71 N 0.86732 1.75968 0.40342  -0.9668
72 C -0.24914 2.65991 0.32680  0.2532
73 C -1.09656 2.38084 -0.87614  -0.0907
74 C -0.35712 2.24953 -2.19842  -0.6057
75 C -2.42568 3.14100 -1.05800  -0.2067
76 C -3.03002 3.82181 0.18734  -0.0019
77 C -3.67275 5.16885 -0.00595  -0.6080
78 C -2.18378 3.63137 1.46731  -0.1978
79 C -0.71058 3.34111 1.37981  -0.0553
80 C 0.09457 3.53974 2.63154  -0.6434
81 H 4.89028 0.21402 3.12611  0.2216
82 H 3.29420 0.77499 2.60490  0.2075
83 H 4.73441 1.41097 1.83547  0.2297
84 H 4.03796 -1.56119 1.70292  0.2139
85 H 6.02785 0.16616 0.16346  0.2140
86 H 5.74624 -1.55276 -0.14214  0.2155
87 H 6.39848 -1.01873 1.40281  0.2249
88 H 4.30515 -0.83214 -1.83357  0.2238
89 H 2.40967 -3.17178 -1.32566  0.2248
90 H 3.98851 -3.05808 -0.55188  0.2068
91 H 3.87127 -3.14397 -2.30815  0.2243
92 H 1.29488 -1.07272 -2.32981  0.2140
93 H 2.53315 -1.35378 -3.55230  0.2229
94 H 2.35452 0.25348 -2.84528  0.2235
95 H 5.06223 1.24177 -1.37295  0.2043
96 H 6.32451 2.99259 -2.34107  0.2147
97 H 6.17323 4.49663 -1.43526  0.2231
98 H 5.38511 4.33103 -2.99842  0.2234
99 H 3.42811 5.16549 -1.25012  0.2155
100 H 1.41352 4.31789 -0.18758  0.2185
101 H 0.45774 1.52831 -2.14216  0.2237
102 H 0.05396 3.20947 -2.51510  0.2269
103 H -1.05278 1.90702 -2.96950  0.2195
104 H -2.53401 3.68447 -1.99484  0.2273
105 H -4.30718 5.17948 -0.89417  0.2210
106 H -2.91060 5.94252 -0.12991  0.2224
107 H -4.29042 5.43892 0.85356  0.2139
108 H -2.40498 4.39289 2.21612  0.2293
109 H -0.47346 3.26146 3.52507  0.1992
110 H 0.35814 4.59425 2.75189  0.2341
111 H 1.01890 2.96260 2.60355  0.2340

Values from the calculation:
* charge: +1
* multiplicity: 1
* orbital gap: 7.135 eV
* lowest unoccupied orbital energy: -2.64 eV

---

no.,molar mass (Da)
1,1054.19
2,1080.88
3,799.94